No. 1
Entry from OMol25: a 2-piece molecular cluster, ClFN2O3 overall in a non-equilibrium geometry (wB97M-V/def2-TZVPD).

## Properties
Frontier orbital gap (alpha / beta) ... 8.910 / 8.483 eV
Energy above the lowest of the compared OMol25 structures with the same formula, charge and spin ... 39.73 kcal per mole
LUMO (alpha / beta) ... -1.301 / -1.568 eV

Element x y z (Å)
N 0.58 -0.71 1.97
Cl 0.42 1.72 -2.94
O 0.24 -1.82 2.06
O -1.22 0.64 -2.62
F 0.64 -0.36 0.52
N -1.56 0.34 -1.58
O 0.89 0.20 2.59

No. 2
Entry from OMol25: a 2-piece molecular cluster, C4H10O3 overall in a non-equilibrium geometry (wB97M-V/def2-TZVPD).

## Properties
Frontier orbital gap ... 10.474 eV
Energy above the lowest of the compared OMol25 structures with the same formula, charge and spin ... 38.98 kcal per mole
LUMO ... 0.594 eV
SMILES ... O=CCCCO.O

Element x y z (Å)
C 0.89 1.07 0.62
C -1.33 -0.03 1.04
H 2.19 -3.16 -4.22
H -1.02 1.91 0.27
H 1.29 0.12 0.97
H 2.05 2.18 1.74
H 0.93 0.98 -0.47
C -2.84 0.04 1.02
H -3.37 0.73 1.70
C -0.55 1.30 1.04
H -1.16 -0.50 2.03
H 3.65 -3.63 -4.37
O 1.71 2.21 0.84
O -3.49 -0.45 0.13
H -0.72 1.80 1.98
H -1.00 -0.68 0.24
O 2.74 -3.89 -4.56

No. 3
Entry from OMol25: a 2-piece molecular cluster, C5H13N3 overall (wB97M-V/def2-TZVPD).

## Properties
Frontier orbital gap ... 10.212 eV
Energy above the lowest of the compared OMol25 structures with the same formula, charge and spin ... 15.97 kcal per mole
LUMO ... 0.917 eV
SMILES ... C[C@H](N)C#N.CCN

Element x y z (Å)
H 1.90 2.35 0.96
H 0.66 1.22 -0.73
H -1.56 -0.46 1.88
H -2.12 0.92 -0.16
H -3.23 -0.37 -0.68
H -1.13 -0.66 -1.72
C 2.28 -0.10 -1.30
H 1.62 -0.87 -1.70
H 3.14 -0.57 -0.84
C -2.48 -0.61 1.32
H -3.28 -0.04 1.79
C 1.04 -0.11 0.82
C -2.30 -0.16 -0.12
C 1.52 0.74 -0.26
N 2.39 1.79 0.26
H -1.18 -1.81 -0.55
H -2.74 -1.66 1.36
N -1.14 -0.81 -0.71
H 3.21 1.38 0.71
H 2.62 0.55 -2.10
N 0.79 -0.70 1.77

No. 4
Entry from OMol25: C2H3BrN2S as an isolated structure in a non-equilibrium geometry (wB97M-V/def2-TZVPD).

## Properties
Frontier orbital gap ... 9.458 eV
Energy above the lowest of the compared OMol25 structures with the same formula, charge and spin ... 46.27 kcal per mole
LUMO ... -0.005 eV

Element x y z (Å)
Br 2.54 -0.28 -1.02
H -0.94 1.86 -0.16
C 0.79 -0.81 -0.28
S -0.64 -0.33 -1.26
H -2.12 0.66 0.43
N 0.69 -0.25 1.01
N -0.21 0.53 1.21
H 0.97 -2.19 -0.06
C -1.08 0.81 0.13

No. 5
Entry from OMol25: one molecule with the formula C3H7N3O (wB97M-V/def2-TZVPD).

## Properties
Frontier orbital gap ... 10.081 eV
Energy above the lowest of the compared OMol25 structures with the same formula, charge and spin ... 6.17 kcal per mole
LUMO ... 0.874 eV
SMILES ... C/N=C(\N)C(N)=O

Element x y z (Å)
N 0.47 0.60 -0.33
H 2.58 0.12 -0.40
H 2.09 1.71 0.21
H 1.35 -1.93 0.58
H -0.32 -2.29 0.89
H -3.02 1.07 0.03
O -2.21 -1.24 0.89
C 1.85 0.92 -0.52
N -2.08 0.79 -0.16
H -1.39 1.44 -0.52
N 0.38 -1.71 0.43
C -1.59 -0.36 0.32
C -0.07 -0.47 0.10
H 1.96 1.36 -1.52

No. 6
Entry from OMol25: one molecule with the formula O2 in a non-equilibrium geometry (wB97M-V/def2-TZVPD).

## Properties
Frontier orbital gap ... 7.883 eV
Energy above the lowest of the compared OMol25 structures with the same formula, charge and spin ... 0.19 kcal per mole
LUMO ... -1.918 eV
SMILES ... O=O

Element x y z (Å)
O 0.25 -0.54 0.04
O -0.25 0.54 -0.04

Q: energy above the lowest of the compared OMol25 structures with the same formula, charge and spin of number 5 (C3H7N3O)?
A: 6.17 kcal per mole

Repeat the fifth record exactly.
Entry from OMol25: one molecule with the formula C3H7N3O (wB97M-V/def2-TZVPD).

## Properties
Frontier orbital gap ... 10.081 eV
Energy above the lowest of the compared OMol25 structures with the same formula, charge and spin ... 6.17 kcal per mole
LUMO ... 0.874 eV
SMILES ... C/N=C(\N)C(N)=O

Element x y z (Å)
N 0.47 0.60 -0.33
H 2.58 0.12 -0.40
H 2.09 1.71 0.21
H 1.35 -1.93 0.58
H -0.32 -2.29 0.89
H -3.02 1.07 0.03
O -2.21 -1.24 0.89
C 1.85 0.92 -0.52
N -2.08 0.79 -0.16
H -1.39 1.44 -0.52
N 0.38 -1.71 0.43
C -1.59 -0.36 0.32
C -0.07 -0.47 0.10
H 1.96 1.36 -1.52

Q: Which formula does entry 5 have?
A: C3H7N3O